(1)
C6H12 | ωB97M-V/def2-TZVPD

```
18
Properties=species:S:1:pos:R:3:forces:R:3
C 1.9798 -0.1720 0.8200 0.098 -0.030 -0.017
C 1.1018 0.6747 -0.0609 -0.120 -0.102 0.302
C -0.1488 1.1694 0.6284 0.032 0.019 0.008
C -1.4006 0.8541 -0.1983 0.013 0.039 -0.059
C -1.4005 -0.6575 -0.4395 0.007 -0.057 0.029
C -0.0724 -1.0560 -1.0683 -0.096 -0.124 0.080
H 1.4627 -0.8353 1.5391 0.038 0.153 -0.141
H 2.5698 0.5399 1.4188 -0.141 -0.059 -0.105
H 2.7026 -0.7577 0.2405 -0.112 0.123 0.124
H 0.6936 -0.1195 -1.0929 -0.046 -0.074 -0.107
H -0.0488 2.2609 0.7107 0.015 -0.126 0.008
H -0.2827 0.7693 1.6504 0.044 0.009 -0.150
H -2.3151 1.1767 0.3144 0.191 -0.026 -0.072
H -1.3492 1.3869 -1.1564 0.004 -0.075 0.120
H -1.5291 -1.1606 0.5261 0.018 0.038 -0.139
H -2.2418 -0.9581 -1.0729 0.085 0.042 0.075
H 0.4102 -1.9209 -0.6040 -0.060 0.213 -0.156
H -0.1314 -1.1943 -2.1554 0.029 0.037 0.201
```
Forces are in eV/Å.

orbital gap	8.631	eV
net charge	0
HOMO level	-7.57	eV
multiplicity	1
relative energy (zero: lowest compared OMol25 entry of this formula, charge and spin)	390.3	kJ/mol



(2)
C27H42N4O4S | ωB97M-V/def2-TZVPD

```
78
Properties=species:S:1:pos:R:3:forces:R:3
C 2.1098 -0.2909 1.9654 0.173 -0.088 0.013
C 3.6312 -0.3849 1.9110 -0.122 0.152 0.179
C 4.3464 0.9769 1.9007 0.038 -0.368 -0.024
N 4.7254 1.3996 0.5587 0.004 0.155 -0.082
C 6.0585 1.9761 0.5054 0.189 -0.092 0.176
C 7.1608 0.9226 0.6398 -0.122 0.112 -0.218
C 7.1185 -0.1063 -0.4820 0.040 0.050 0.263
C 3.7129 2.2461 -0.0468 -0.019 0.137 -0.182
C 3.8124 2.3541 -1.5719 -0.006 -0.285 0.208
C 3.9032 0.9922 -2.2566 0.351 0.150 -0.123
N 2.7705 0.1611 -1.9405 -0.160 0.393 -0.019
C 2.8981 -1.0874 -1.4790 -0.273 -0.164 -0.017
O 3.9638 -1.6776 -1.3670 0.271 -0.193 0.024
C 1.6116 -1.7553 -1.0943 0.017 -0.028 0.001
C 1.7208 -3.0389 -0.6571 0.189 0.378 -0.170
N 0.6990 -3.8058 -0.2340 0.186 0.129 -0.054
C 0.9533 -5.1572 0.2094 0.003 -0.414 0.149
C -0.5770 -3.2912 -0.2334 -0.543 0.442 -0.072
C -1.6768 -4.0499 0.1979 0.022 -0.049 -0.025
C -2.9434 -3.5112 0.1830 -0.028 -0.052 0.040
C -3.1421 -2.2116 -0.2638 -0.427 0.280 0.054
S -4.8007 -1.5352 -0.3368 0.417 0.026 0.056
O -5.6490 -2.3441 0.4979 0.225 0.016 0.158
O -5.1649 -1.3864 -1.7145 0.071 0.257 -0.123
N -4.5441 -0.0174 0.3208 0.036 -1.004 -0.581
C -4.3808 -0.1014 1.7536 -0.014 -0.127 0.460
C -5.3890 1.0333 -0.2283 -0.309 0.333 -0.194
C -6.8038 1.0498 0.3536 0.029 -0.080 -0.333
C -7.6485 2.0857 -0.3829 0.010 0.111 0.322
C -7.0080 3.4672 -0.2774 -0.042 -0.060 -0.320
C -5.5851 3.4444 -0.8292 -0.027 0.100 0.326
C -4.7403 2.4102 -0.0892 0.013 -0.211 -0.267
C -2.0843 -1.4499 -0.6883 0.170 -0.035 -0.036
C -0.7871 -1.9685 -0.6742 -0.239 -0.151 0.051
C 0.3189 -1.1058 -1.1229 0.124 -0.204 0.067
O 0.1179 0.0577 -1.4702 -0.135 0.064 -0.009
H 1.7036 0.1687 1.0688 -0.120 0.079 -0.105
H 1.6739 -1.2849 2.0573 -0.129 -0.066 0.007
H 1.7947 0.2978 2.8257 -0.089 0.057 0.070
H 3.9669 -0.9490 2.7843 0.032 -0.051 0.014
H 3.9387 -0.9338 1.0217 0.113 -0.060 0.024
H 5.2560 0.8878 2.4963 -0.035 0.068 0.001
H 3.7154 1.7337 2.3939 0.080 0.035 0.008
H 6.1956 2.7502 1.2846 -0.055 0.014 -0.113
H 6.1779 2.4626 -0.4635 0.030 0.071 -0.003
H 8.1237 1.4404 0.6313 0.006 -0.002 0.112
H 7.0748 0.4076 1.5978 0.057 0.050 0.095
H 6.1602 -0.6179 -0.4897 -0.084 -0.090 -0.100
H 7.9041 -0.8462 -0.3452 0.077 -0.093 -0.065
H 7.2677 0.3747 -1.4466 -0.002 0.014 -0.167
H 2.7439 1.8079 0.1934 -0.025 0.094 0.033
H 3.7315 3.2683 0.3795 -0.075 -0.097 0.024
H 2.9233 2.8822 -1.9254 0.025 0.114 -0.033
H 4.6818 2.9436 -1.8655 -0.032 0.063 -0.064
H 4.7912 0.4589 -1.9162 -0.052 0.076 -0.138
H 3.9640 1.1357 -3.3430 0.087 -0.045 0.112
H 1.8372 0.5628 -1.9736 -0.004 -0.230 0.068
H 2.7102 -3.4777 -0.6414 0.003 -0.044 0.024
H 0.6519 -5.2837 1.2510 0.010 -0.019 -0.037
H 0.4103 -5.8739 -0.4095 0.020 0.005 0.036
H 2.0179 -5.3640 0.1283 -0.062 0.050 -0.009
H -1.5431 -5.0616 0.5430 0.023 -0.092 0.036
H -3.7998 -4.0761 0.5154 -0.038 -0.153 0.079
H -3.5564 -0.7864 1.9517 0.042 0.059 0.219
H -5.2768 -0.4873 2.2490 0.069 0.091 0.073
H -4.1278 0.8783 2.1513 0.054 0.015 -0.021
H -5.4548 0.7851 -1.2924 -0.083 0.240 0.053
H -7.2409 0.0540 0.2527 -0.055 -0.006 0.093
H -6.7640 1.3031 1.4158 -0.009 -0.038 0.088
H -8.6558 2.1092 0.0377 -0.031 -0.040 -0.084
H -7.7294 1.8013 -1.4338 -0.067 -0.024 -0.072
H -7.6064 4.1963 -0.8272 -0.021 0.056 0.069
H -6.9849 3.7767 0.7703 -0.025 0.060 0.060
H -5.6125 3.1940 -1.8914 0.030 0.034 -0.091
H -5.1307 4.4322 -0.7278 0.025 -0.011 -0.089
H -4.6766 2.6888 0.9648 0.050 0.026 0.086
H -3.7284 2.3802 -0.4953 0.067 -0.017 0.042
H -2.2362 -0.4398 -1.0347 0.078 0.129 -0.030
```
Forces are in eV/Å.

SMILES string	CCCN(CCC)CCCNC(=O)c1cn(C)c2ccc(S(=O)(=O)N(C)C3CCCCC3)cc2c1=O
orbital gap	8.078	eV
net charge	0
HOMO level	-8.21	eV
multiplicity	1
relative energy (zero: lowest compared OMol25 entry of this formula, charge and spin)	4.3	kJ/mol



Here are the calculated energy numbers, same order: -235.6695 -1972.2469 (Eh).